1.
Below is C25H27GeO9Ti as an isolated structure, with properties calculated with wB97M-V/def2-TZVPD.

Last column: natural (NBO) charge in e.
Cartesian coordinates (Å):
Ti  0.0484  -0.5667  0.4878  1.7364
C  0.5083  -1.8654  3.7035  -0.0927
C  1.5571  -0.7880  3.5066  -0.0889
O  1.0253  0.2711  2.7172  -0.5383
C  0.1302  1.1400  3.3997  -0.0967
C  -0.7223  1.7761  2.3315  -0.0775
O  -1.3116  0.7329  1.5146  -0.5945
C  -2.5090  0.1229  2.0301  -0.0832
C  -2.9573  -0.8691  0.9813  -0.0894
O  -1.8458  -1.6899  0.5698  -0.5773
C  -1.7571  -3.0321  1.0865  -0.0783
C  -1.2165  -2.9794  2.4953  -0.0901
O  -0.1774  -2.0100  2.4611  -0.5680
H  -0.2175  -1.6068  4.4828  0.1825
H  0.9801  -2.8118  3.9798  0.2155
H  2.4169  -1.1670  2.9556  0.2198
H  1.9089  -0.4146  4.4716  0.2114
H  0.6811  1.9118  3.9455  0.2223
H  -0.4771  0.5849  4.1206  0.1807
H  -0.1216  2.3672  1.6414  0.2414
H  -1.5209  2.3990  2.7355  0.2200
H  -2.2808  -0.3523  2.9862  0.1904
H  -3.2650  0.8990  2.1690  0.2266
H  -3.2940  -0.3556  0.0798  0.2406
H  -3.7600  -1.5022  1.3619  0.2196
H  -1.0681  -3.5436  0.4155  0.2400
H  -2.7368  -3.5064  1.0270  0.2174
H  -0.8251  -3.9566  2.7910  0.2201
H  -1.9778  -2.6789  3.2258  0.1825
O  5.7035  -1.0652  -1.4262  -0.4045
C  4.5862  -0.9660  -1.0301  0.4002
C  3.5782  -2.1334  -0.8288  0.4249
O  3.7483  -3.3095  -0.9617  -0.4598
C  2.3398  -1.4402  -0.3888  0.1756
C  2.4731  -0.0966  -0.3293  0.1994
O  1.3930  0.6299  -0.0138  -0.7696
C  3.8431  0.3637  -0.7116  0.4346
O  4.2565  1.4838  -0.7294  -0.4506
O  1.1210  -1.9608  -0.1115  -0.7762
Ge  -0.8243  -0.0903  -1.8678  0.8625
C  0.7639  0.0352  -2.9599  -0.4559
C  1.3143  1.2594  -3.3314  -0.1476
C  2.5362  1.3154  -3.9894  -0.2162
C  3.2206  0.1465  -4.2892  -0.1965
C  2.6724  -1.0837  -3.9480  -0.2132
C  1.4517  -1.1354  -3.2905  -0.2212
C  -1.8392  1.5556  -1.7657  -0.4567
C  -3.1798  1.5956  -2.1487  -0.1633
C  -3.9263  2.7599  -2.0110  -0.2218
C  -3.3394  3.9038  -1.4924  -0.2002
C  -2.0020  3.8839  -1.1153  -0.1983
C  -1.2623  2.7182  -1.2481  -0.2296
H  -1.7352  -1.2436  -2.3251  -0.1217
H  0.8036  2.1872  -3.1028  0.2088
H  2.9583  2.2728  -4.2645  0.2269
H  4.1755  0.1912  -4.7961  0.2302
H  3.1953  -2.0000  -4.1922  0.2301
H  1.0432  -2.1060  -3.0259  0.2179
H  -3.6544  0.7175  -2.5739  0.2091
H  -4.9626  2.7784  -2.3226  0.2244
H  -3.9163  4.8141  -1.3955  0.2255
H  -1.5347  4.7813  -0.7300  0.2213
H  -0.2158  2.7288  -0.9568  0.2194

The molar mass is 591.96 g/mol. Its multiplicity is 1. The total charge is +1. Its HOMO-LUMO gap (spin up / spin down) is 7.521 / 7.520 eV. The HOMO energy (spin up / spin down) is -11.00 / -11.00 eV. The calculation puts the energy relative to the best compared isomer or geometry (same formula, charge and spin) at 6.0 kcal/mol. The total energy is -4572.15550 a.u.

2.
Below is C25H27N3O5 in the gas phase, with properties calculated with wB97M-V/def2-TZVPD.

Last column: natural (NBO) charge in e.
Cartesian coordinates (Å):
O  4.3435  -2.0253  0.4619  -0.6296
C  4.7970  -1.2563  -0.3689  0.6306
N  4.0772  -0.7918  -1.4213  -0.5901
H  4.4269  0.0038  -1.9366  0.4234
C  2.6552  -1.0117  -1.4692  -0.3388
H  2.3701  -1.4269  -2.4429  0.2293
H  2.4383  -1.7309  -0.6771  0.2500
C  1.9254  0.3147  -1.2556  0.6855
O  2.5330  1.3639  -1.3649  -0.6361
N  0.6036  0.2727  -0.9650  -0.4210
C  -0.1606  -0.9616  -0.7981  -0.1735
C  -0.3840  -1.2823  0.6543  0.2664
C  0.4817  -1.8583  1.5402  -0.2916
C  -0.1950  -1.9147  2.7825  -0.3058
C  -1.4210  -1.3744  2.5653  0.1005
O  -1.5486  -0.9896  1.2825  -0.4336
H  -2.2637  -1.2111  3.2067  0.2082
H  0.1856  -2.3067  3.7024  0.2331
H  1.4803  -2.1960  1.3504  0.2449
H  0.4359  -1.7752  -1.2176  0.2615
C  -1.4186  -0.9333  -1.7013  0.6859
O  -1.3579  -1.4029  -2.8183  -0.6215
N  -2.5092  -0.3464  -1.1907  -0.6246
H  -2.5051  -0.0339  -0.2310  0.4230
C  -3.7864  -0.3372  -1.8743  -0.0657
C  -4.8158  -1.2137  -1.1260  -0.4174
C  -5.9483  -0.2735  -0.6968  -0.4027
C  -5.2965  1.1059  -0.6588  -0.4058
H  -4.7047  1.2159  0.2518  0.1904
H  -6.0243  1.9149  -0.6965  0.2159
C  -4.3889  1.0756  -1.8849  -0.4087
H  -4.9862  1.2088  -2.7870  0.2112
H  -3.6175  1.8444  -1.8729  0.2119
H  -6.7434  -0.2795  -1.4434  0.1992
H  -6.3794  -0.5601  0.2609  0.2123
H  -4.3371  -1.6605  -0.2535  0.2111
H  -5.1801  -2.0239  -1.7543  0.2205
H  -3.5862  -0.7051  -2.8829  0.2429
C  -0.0773  1.5405  -0.7394  -0.2597
C  -0.4835  1.7378  0.6967  -0.0509
C  0.4245  1.4847  1.7185  -0.1994
C  0.0510  1.6382  3.0405  -0.1962
C  -1.2292  2.0620  3.3581  -0.2210
C  -2.1307  2.3405  2.3462  -0.2288
C  -1.7594  2.1770  1.0224  -0.1786
H  -2.4640  2.4065  0.2354  0.1993
H  -3.1271  2.6828  2.5862  0.2126
H  -1.5204  2.1791  4.3912  0.2138
H  0.7615  1.4278  3.8257  0.2169
H  1.4248  1.1606  1.4720  0.2235
H  0.6432  2.3160  -1.0225  0.2666
H  -0.9427  1.6133  -1.4037  0.2090
C  6.1938  -0.8029  -0.3470  0.1505
C  7.2025  -1.1169  0.5280  -0.2295
C  8.3389  -0.4050  0.0900  -0.3217
C  7.9416  0.2884  -1.0143  0.1161
O  6.6525  0.0573  -1.2874  -0.3936
H  8.4689  0.9564  -1.6670  0.2061
H  9.3135  -0.4074  0.5327  0.2322
H  7.1222  -1.7746  1.3683  0.2417

The molar mass is 449.51 g/mol. Its multiplicity is 1. Its HOMO-LUMO gap is 9.377 eV. The HOMO energy is -8.63 eV. The calculation puts the energy relative to the best compared isomer or geometry (same formula, charge and spin) at 36.3 kcal/mol. The total energy is -1509.34723 a.u. The SMILES is O=C(NCC(=O)N(Cc1ccccc1)[C@H](C(=O)NC1CCCC1)c1ccco1)c1ccco1.

3.
Below is C25H27N5O2 as an isolated structure, with properties calculated with wB97M-V/def2-TZVPD.

Last column: natural (NBO) charge in e.
Cartesian coordinates (Å):
C  -1.4565  2.6198  1.2538  -0.4497
N  -1.4085  1.2390  1.6027  -0.3756
C  -0.4113  0.4286  1.5223  0.6011
O  -0.7082  -0.8539  1.8868  -0.7666
C  0.8004  0.5562  0.9250  0.0288
C  1.8997  -0.0157  1.4571  0.1574
N  2.8511  0.6067  0.8995  -0.3604
C  4.2648  0.5833  0.5692  0.0881
C  4.9888  1.3848  -0.2036  -0.3697
C  4.4784  2.3202  -0.9048  -0.1596
C  3.0322  2.7649  -0.8203  -0.2416
C  2.2157  1.8430  -0.1038  0.4113
N  1.0465  1.5738  0.1096  -0.4735
H  2.6045  3.4028  -1.3844  0.2189
H  5.0479  2.9583  -1.6638  0.2264
H  6.0393  1.1858  -0.0153  0.2477
H  4.7456  -0.3725  1.3664  0.1796
C  2.1516  -1.1602  2.3839  -0.2469
N  2.9921  -2.1376  1.6513  -0.6537
H  3.8631  -2.0735  1.8905  0.3525
C  2.4963  -2.5754  0.2519  -0.2270
C  0.9491  -2.8334  0.3322  -0.3729
C  0.7501  -3.0703  -1.2432  -0.0995
H  -0.3763  -3.3303  -1.2683  0.1914
O  1.1934  -1.9616  -2.3812  -0.4529
C  0.6248  -0.9192  -2.1515  0.1768
C  1.2059  -0.0690  -2.7889  -0.0259
N  0.7261  1.4841  -2.9455  -0.3979
C  -0.5909  1.5179  -2.2941  0.0149
C  -1.2180  0.5438  -1.6850  -0.2696
C  -0.7073  -0.5761  -1.6589  -0.1707
H  -1.3126  -1.4717  -1.2154  0.2073
H  -2.2026  0.8417  -1.3453  0.2233
H  -0.9077  2.4330  -2.5517  0.1884
H  2.1422  -0.1151  -3.2120  0.1993
H  1.3597  -3.8503  -1.6194  0.1910
H  0.4718  -2.1120  0.3828  0.1868
H  0.8355  -3.8052  1.0180  0.2400
H  3.1377  -3.3883  0.0749  0.2126
H  2.6668  -1.6236  -0.2631  0.1921
H  1.2883  -1.5271  2.8003  0.2435
H  2.6217  -0.7204  3.4226  0.2089
C  -2.9555  0.7669  2.1432  -0.2321
C  -3.8053  0.2368  1.0111  -0.0715
C  -3.7556  -0.8506  0.4044  -0.1924
C  -4.2626  -1.3683  -0.6171  -0.2061
C  -5.2200  -0.5207  -1.1469  -0.2018
C  -5.2892  0.7241  -0.6445  -0.2190
C  -4.6243  1.3560  0.2955  -0.2036
H  -4.8867  2.3306  0.8455  0.2411
H  -6.0873  1.6168  -1.1797  0.1815
H  -5.8759  -0.6731  -2.0874  0.2292
H  -4.1432  -2.2467  -1.0932  0.2233
H  -2.8887  -1.6814  1.0358  0.2133
H  -2.5602  -0.1010  2.9020  0.2770
H  -3.2594  1.7346  2.8803  0.2321
H  -0.5721  2.7579  0.6303  0.2646
H  -1.7354  3.2932  2.0779  0.1991
H  -2.2702  2.8994  0.4612  0.1911

The molar mass is 429.52 g/mol. Its multiplicity is 1. Its HOMO-LUMO gap is 7.742 eV. The HOMO energy is -7.97 eV. The calculation puts the energy relative to the best compared isomer or geometry (same formula, charge and spin) at 559.9 kcal/mol. The total energy is -1392.32809 a.u.

4.
Below is C25H28B2Cl2N4O8S2 in the gas phase, with properties calculated with wB97M-V/def2-TZVPD.

Last column: Löwdin charge in e.
Cartesian coordinates (Å):
C  3.8637  2.6429  2.8932  0.0544
C  3.7765  2.3955  1.5914  -0.0953
C  3.4083  2.2040  0.0110  -0.1331
C  3.0669  0.6442  -0.1826  -0.0370
C  1.5526  0.1368  0.0083  -0.1089
C  1.3342  -1.4062  -0.1528  -0.3778
C  2.5020  -2.4405  -0.5296  -0.4660
Cl  2.0399  -4.2268  -0.7214  0.5516
C  3.9856  -1.9539  -0.7197  -0.0813
C  5.1396  -3.0308  -1.0530  -0.1450
O  5.5683  -3.0055  -2.4594  -0.1190
N  4.6573  -3.6229  -3.2414  -0.0386
O  5.1769  -3.8032  -4.3168  0.0322
C  4.2536  -0.3792  -0.5222  0.0703
B  5.8201  0.0802  -0.6759  -0.4781
O  6.7337  -0.3969  -1.6936  0.0839
N  6.3623  1.1230  0.2929  -0.1751
C  7.2374  0.5019  1.3383  -0.1095
C  7.0469  2.2451  -0.4371  -0.1109
S  -0.3420  -2.1363  0.0968  0.9067
C  -1.4607  -0.6343  0.0882  -0.3042
C  -0.8429  0.8029  0.2394  -0.1227
C  -1.8994  2.0157  0.2773  -0.1624
S  -1.2225  3.7185  0.5187  0.7131
C  -0.0115  3.8210  1.9697  -0.1390
O  -2.2342  4.8109  0.7585  -0.3992
O  -0.3912  4.1528  -0.7053  -0.3998
C  -3.4626  1.7013  0.1084  -0.3535
Cl  -4.7495  3.0393  0.0830  0.6660
C  -4.0470  0.2286  -0.0511  -0.1327
N  -5.4853  -0.1190  -0.1663  0.0039
C  -6.1119  0.3654  -1.4210  -0.3612
C  -7.6395  -0.1401  -1.7286  -0.0091
O  -5.5707  1.0982  -2.3068  0.0266
C  -6.2670  0.2114  1.0495  -0.3499
C  -5.9401  -0.5554  2.4586  0.0000
O  -7.1871  1.1055  1.1222  0.0119
C  -3.0122  -0.9615  -0.0739  0.0196
B  -3.6028  -2.4939  -0.2252  -0.3871
O  -3.1877  -3.5357  0.7297  0.0276
C  -4.6811  -2.9649  -1.3579  -0.1396
C  -6.0997  -3.3645  -0.6314  -0.1225
N  0.5732  1.1819  0.3538  0.0241
H  3.7769  3.2116  3.9015  0.0546
H  4.3167  2.5727  -0.6125  0.1111
H  2.5460  2.9267  -0.2239  0.1032
H  4.7914  -4.1277  -0.8558  0.1130
H  6.0674  -2.8591  -0.3962  0.1366
H  7.6290  -0.3988  -1.2482  0.1241
H  8.3710  0.5150  1.0482  0.0945
H  7.1723  1.1620  2.2995  0.0990
H  6.9050  -0.5557  1.6687  0.1025
H  6.7086  3.2872  -0.0550  0.0951
H  6.8041  2.2220  -1.5737  0.1033
H  8.2080  2.2024  -0.3135  0.0975
H  -0.0878  4.8207  2.5275  0.0894
H  -0.3710  3.0007  2.7205  0.0870
H  1.0419  3.5386  1.6123  0.0422
H  -7.5163  -0.9891  -2.5139  0.0953
H  -8.3238  0.7065  -2.0895  0.0989
H  -8.1121  -0.6612  -0.7962  0.0826
H  -5.4431  0.1769  3.2201  0.1040
H  -6.9071  -0.9256  2.9714  0.1001
H  -5.1721  -1.4008  2.2872  0.0712
H  -3.0035  -3.0527  1.5865  0.1076
H  -4.9161  -2.0407  -2.0303  0.0955
H  -4.3099  -3.8438  -2.0217  0.1226
H  -6.9061  -3.6964  -1.4078  0.0864
H  -6.5673  -2.4919  -0.0467  0.0473
H  -5.9340  -4.2182  0.1469  0.0876
H  0.7117  1.9295  -0.3731  0.1141

The molar mass is 669.18 g/mol. Its multiplicity is 1. Its HOMO-LUMO gap is 6.755 eV. The HOMO energy is -8.25 eV. The calculation puts the energy relative to the best compared isomer or geometry (same formula, charge and spin) at 375.2 kcal/mol. The total energy is -3556.22496 a.u. The SMILES is C#CCc1c2c(c(Cl)c(CON=O)c1B(O)N(C)C)Sc1c(c(S(C)(=O)=O)c(Cl)c(N(C(C)=O)C(C)=O)c1B(O)CC)N2.